[1]
{"formula": "Cl3Hg4O12", "method": "wB97M-V/def2-TZVPD", "species": ["Hg", "O", "O", "Cl", "O", "O", "O", "O", "Hg", "Hg", "O", "Hg", "Cl", "O", "O", "O", "O", "O", "Cl"], "coordinates": [[-5.408, -0.733, 1.784], [1.430, 2.389, 0.796], [-1.200, -0.330, -0.530], [-1.744, 0.349, 0.691], [-0.134, -3.100, -0.397], [1.064, -2.187, -2.113], [-1.492, 1.811, 0.779], [3.203, 2.935, -0.864], [0.717, 0.300, -2.659], [-1.348, 4.347, 0.077], [2.119, -2.778, 0.030], [-0.599, -0.628, 4.501], [1.112, -3.070, -0.928], [2.169, 0.704, -0.700], [-3.181, 0.072, 0.613], [-1.166, -0.183, 1.889], [1.461, -4.391, -1.359], [0.962, 2.447, -1.167], [2.034, 2.046, -0.443]], "lowdin_charge": [1.80, -0.14, -0.31, 0.76, -0.15, -0.33, -0.40, 0.11, 1.59, 1.76, -0.06, 1.19, 0.71, -0.25, -0.36, -0.41, 0.10, -0.32, 0.71], "s_squared": 1.79, "total_charge": 6, "orbital_gap_ev": [3.60, 2.65], "spin_multiplicity": 2, "e_tot_ev": -78705.4466, "e_homo_ha": [-1.0554, -1.0273]}

[2]
{"formula": "Cl3Li2", "method": "wB97M-V/def2-TZVPD", "species": ["Li", "Li", "Cl", "Cl", "Cl"], "coordinates": [[-0.927, -1.661, 0.593], [0.092, 0.189, -0.337], [1.147, 0.578, -1.692], [0.767, -0.848, 1.211], [-1.078, 1.742, 0.226]], "lowdin_charge": [0.55, -0.07, -0.50, -0.42, -0.57], "total_charge": -1, "orbital_gap_ev": 5.76, "de_lowest_kj_mol": 272.56, "e_tot_ev": -37982.5847, "e_homo_ha": -0.1519}

[3]
{"formula": "Cl3OPS", "method": "wB97M-V/def2-TZVPD", "species": ["P", "S", "Cl", "Cl", "Cl", "O"], "coordinates": [[-0.700, -0.015, -0.004], [2.173, -1.194, 0.767], [-0.343, 1.885, 0.605], [3.055, 0.503, 0.298], [-2.249, -0.670, 1.116], [-1.016, -0.052, -1.424]], "lowdin_charge": [-0.09, 0.02, 0.26, -0.03, 0.29, -0.45], "orbital_gap_ev": [6.05, 6.06], "de_lowest_kj_mol": 232.32, "e_tot_ev": -59738.3757, "e_homo_ha": [-0.3517, -0.3522]}